--- A ---
Below is C5H4N2O in the gas phase, with properties calculated with wB97M-V/def2-TZVPD.

Computed properties:
HOMO level: -8.37 eV
gap between HOMO and LUMO: 8.97 eV
LUMO energy: 0.61 eV

The geometry in ORCA input format:
```
! RIJCOSX wB97M-V def2-TZVPD def2/J DEFGRID3
* xyz 0 1
C -1.52416 -0.85339 0.03276
C 1.42022 -0.22437 -0.11265
C 1.11188 1.14303 0.31969
C 0.81754 -1.38012 -0.11297
C 0.05865 1.86955 0.08925
N -2.57072 -0.24496 0.22851
N -0.57474 -1.60392 0.10144
O -0.84658 2.55780 -0.09684
H 2.47270 -0.31861 -0.22708
H 1.91968 1.65512 0.69693
H 1.22562 -2.24481 -0.77839
H -3.51009 -0.35531 -0.14064
*
```

In elementary charge units, the Löwdin charges are:
1. C -0.299
2. C -0.135
3. C -0.075
4. C -0.158
5. C -0.190
6. N 0.160
7. N 0.103
8. O 0.199
9. H 0.089
10. H 0.087
11. H 0.141
12. H 0.078


--- B ---
Below is C5H4N2O in the gas phase, with properties calculated with wB97M-V/def2-TZVPD.

Computed properties:
HOMO level: -8.30 eV
gap between HOMO and LUMO: 8.86 eV
SMILES: c1nc2occc2[nH]1
LUMO energy: 0.57 eV

The geometry in ORCA input format:
```
! RIJCOSX wB97M-V def2-TZVPD def2/J DEFGRID3
* xyz 0 1
C -2.10397 -0.26920 -0.02455
C -1.35331 0.88740 0.09809
C 0.01953 0.55247 -0.03278
C 2.13519 -0.40946 -0.02901
C -0.05889 -0.83950 -0.19116
H -3.19627 -0.49246 -0.03308
H -1.58426 1.90798 0.01296
H 1.69507 1.63154 0.50591
H 3.13776 -0.92258 -0.02290
N 1.39741 0.73006 -0.31778
N 1.20668 -1.35966 0.18078
O -1.29494 -1.41659 -0.14647
*
```

In elementary charge units, the Löwdin charges are:
1. C -0.065
2. C -0.019
3. C -0.205
4. C -0.192
5. C -0.297
6. H 0.134
7. H 0.088
8. H 0.255
9. H 0.137
10. N 0.014
11. N 0.091
12. O 0.060


--- C ---
Below is 2 unconnected molecules or ions with the total composition C5H4N2O, with properties calculated with wB97M-V/def2-TZVPD.

Computed properties:
HOMO level: -9.42 eV
gap between HOMO and LUMO: 9.06 eV
SMILES: N#CC1=NC1.C=C=O
LUMO energy: -0.36 eV

The geometry in ORCA input format:
```
! RIJCOSX wB97M-V def2-TZVPD def2/J DEFGRID3
* xyz 0 1
C 2.50358 -0.96946 1.18679
C 1.88820 -0.04450 0.50200
C -1.82825 0.37130 0.97396
C -1.60850 0.68681 -1.73091
C -1.55835 0.09368 -0.37597
N -2.13515 0.58081 2.05119
N -0.89585 -0.56719 -1.22511
O 1.39141 0.79570 -0.11226
H 3.47930 -0.75879 1.67135
H -2.35464 0.34201 -2.36347
H -0.94728 1.40821 -2.07154
H 2.06553 -1.93859 1.49397
*
```

In elementary charge units, the Löwdin charges are:
1. C -0.004
2. C -0.295
3. C -0.142
4. C -0.047
5. C -0.301
6. N 0.185
7. N 0.179
8. O 0.153
9. H 0.072
10. H 0.063
11. H 0.067
12. H 0.071


It is B that is the least stable of them.


--- A ---
Below is a gas-phase ion, C6H10N (charge +1), with properties calculated with wB97M-V/def2-TZVPD.

Computed properties:
HOMO level: -15.16 eV
gap between HOMO and LUMO: 9.41 eV
SMILES: CC1(C)C=[N+]2C[C@H]21
LUMO energy: -5.75 eV

The geometry in ORCA input format:
```
! RIJCOSX wB97M-V def2-TZVPD def2/J DEFGRID3
* xyz 1 1
C -0.10126 0.64523 1.16517
C 1.51193 1.41512 -0.53197
C 0.27627 0.82137 -0.90886
C -0.33818 -0.27146 0.07693
C -1.80446 -0.61738 -0.17600
C 0.62768 -1.35139 0.29766
N 0.36707 1.61390 0.43074
H -0.24432 0.79947 2.24411
H 2.33807 0.78373 -0.20927
H 1.75520 2.36866 -1.01155
H -0.42070 1.19818 -1.72482
H -2.03046 -1.59388 -0.77955
H -2.31021 0.32267 -0.57275
H -2.36406 -0.98860 0.63315
H 0.20898 -2.34895 0.49379
H 1.22481 -1.25249 1.14845
H 1.30364 -1.54418 -0.57524
*
```

In elementary charge units, the Löwdin charges are:
1. C 0.096
2. C 0.034
3. C -0.064
4. C -0.490
5. C 0.000
6. C -0.021
7. N 0.123
8. H 0.185
9. H 0.145
10. H 0.151
11. H 0.188
12. H 0.141
13. H 0.119
14. H 0.066
15. H 0.116
16. H 0.078
17. H 0.133


--- B ---
Below is a gas-phase ion, C6H10N (charge +1), with properties calculated with wB97M-V/def2-TZVPD.

Computed properties:
HOMO level: -14.04 eV
gap between HOMO and LUMO: 7.64 eV
LUMO energy: -6.41 eV

The geometry in ORCA input format:
```
! RIJCOSX wB97M-V def2-TZVPD def2/J DEFGRID3
* xyz 1 1
C -0.26567 1.82579 0.82733
C 0.49457 0.55628 0.34969
C -0.35315 3.18183 1.47057
C 0.06466 -0.76081 -0.38149
C -1.41378 -0.77515 -0.43367
C 0.92076 -1.75782 -0.88903
N -1.42938 2.24069 1.04229
H 1.41345 0.98436 -0.00905
H 0.62666 -0.13191 1.34793
H -0.14678 3.27874 2.49893
H -0.09298 4.15706 0.90878
H -1.85618 -0.91636 0.50929
H -1.78175 -1.71091 -0.88002
H -1.91171 0.08366 -0.72149
H 1.93599 -1.49981 -0.72716
H 0.67882 -2.10307 -1.98283
H 0.77328 -2.63294 -0.39907
*
```

In elementary charge units, the Löwdin charges are:
1. C -0.252
2. C -0.014
3. C -0.069
4. C -0.111
5. C 0.012
6. C 0.016
7. N 0.151
8. H 0.118
9. H 0.226
10. H 0.068
11. H 0.126
12. H 0.119
13. H 0.121
14. H 0.092
15. H 0.103
16. H 0.199
17. H 0.095


--- C ---
Below is a gas-phase ion, C6H10N (charge +1), with properties calculated with wB97M-V/def2-TZVPD.

Computed properties:
HOMO level (alpha / beta): -14.04 / -14.04 eV
gap between HOMO and LUMO (alpha / beta): 6.56 / 6.56 eV
LUMO energy (alpha / beta): -7.48 / -7.48 eV

The geometry in ORCA input format:
```
! RIJCOSX wB97M-V def2-TZVPD def2/J DEFGRID3
* xyz 1 1
C 2.55897 -0.07939 -0.05486
C 3.56509 0.68333 -0.09134
C 0.25292 -0.53261 0.50114
C -1.00974 -0.33392 -0.71772
C 1.58041 -0.91909 -0.01481
C -3.07407 0.54415 0.30054
N -2.27786 -0.53482 -0.24801
H 3.87499 1.23101 -0.91538
H 4.19301 1.05220 0.75260
H 0.32732 0.40537 1.02625
H -0.26875 -1.22922 1.11070
H -0.75721 0.65873 -1.16489
H -0.77185 -0.95910 -1.53372
H 1.92232 -2.04368 -0.11940
H -2.72956 1.55237 0.24422
H -4.05194 0.42192 -0.33253
H -3.33405 0.08277 1.25721
*
```

In elementary charge units, the Löwdin charges are:
1. C -0.088
2. C 0.081
3. C -0.028
4. C -0.143
5. C -0.113
6. C -0.036
7. N 0.115
8. H 0.065
9. H 0.117
10. H 0.117
11. H 0.098
12. H 0.145
13. H 0.112
14. H 0.176
15. H 0.087
16. H 0.173
17. H 0.123


--- D ---
Below is a gas-phase ion, C6H10N (charge +1), with properties calculated with wB97M-V/def2-TZVPD.

Computed properties:
HOMO level: -13.95 eV
gap between HOMO and LUMO: 9.03 eV
SMILES: C=[N+]1CCC=C1C
LUMO energy: -4.92 eV

The geometry in ORCA input format:
```
! RIJCOSX wB97M-V def2-TZVPD def2/J DEFGRID3
* xyz 1 1
C 0.50714 0.78743 1.10152
C 0.99347 -0.55210 1.83393
C -0.91586 -1.19453 -1.24923
C -0.04351 0.85016 -0.20540
C -0.77994 1.83495 -1.00819
C 0.71295 -1.39521 0.51646
N -0.14691 -0.54928 -0.45215
H 0.84868 1.60343 1.67431
H 2.06798 -0.53814 2.05404
H -0.74423 -2.17493 -1.35746
H -1.50160 -0.66923 -1.90742
H -1.00551 1.45373 -2.02604
H -0.24093 2.83756 -0.97353
H -1.82039 1.88259 -0.60203
H 0.29334 -0.65076 2.65390
H 1.63399 -1.68787 -0.10609
H -0.03183 -2.25371 0.60349
*
```

In elementary charge units, the Löwdin charges are:
1. C 0.069
2. C -0.050
3. C 0.196
4. C -0.208
5. C -0.017
6. C -0.056
7. N -0.093
8. H 0.099
9. H 0.123
10. H 0.084
11. H 0.091
12. H 0.090
13. H 0.130
14. H 0.117
15. H 0.117
16. H 0.166
17. H 0.140


It is C that is the least stable of them.


--- A ---
Below is a gas-phase ion, C6H10N (charge +1), with properties calculated with wB97M-V/def2-TZVPD.

Computed properties:
HOMO level (alpha / beta): -11.85 / -12.05 eV
gap between HOMO and LUMO (alpha / beta): 6.86 / 7.40 eV
LUMO energy (alpha / beta): -4.99 / -4.65 eV

The geometry in ORCA input format:
```
! RIJCOSX wB97M-V def2-TZVPD def2/J DEFGRID3
* xyz 1 1
C -1.14744 1.12102 -0.13393
C -0.94183 -0.31749 0.12151
C 0.15100 1.81085 -0.42021
C -2.13692 -1.00564 0.57146
C 0.56864 -0.48308 -0.06169
C 1.27430 -1.72250 -0.21888
N 1.21723 0.76428 0.18885
H -2.06558 1.81742 -0.09437
H 0.41312 2.00638 -1.45101
H 0.22892 2.75826 0.09533
H -3.14583 -0.62289 0.47436
H -2.06726 -1.95171 0.92853
H 0.52027 -2.47478 -0.20955
H 2.18519 -1.73701 0.44248
H 1.52162 -1.81712 -1.27517
H 2.22384 0.81877 -0.15584
H 1.20072 1.03523 1.19814
*
```

In elementary charge units, the Löwdin charges are:
1. C 0.003
2. C -0.168
3. C -0.066
4. C 0.132
5. C -0.232
6. C -0.019
7. N 0.104
8. H 0.157
9. H 0.129
10. H 0.122
11. H 0.078
12. H 0.019
13. H 0.089
14. H 0.126
15. H 0.107
16. H 0.220
17. H 0.198


--- B ---
Below is a molecular structure, C6H10N, with properties calculated with wB97M-V/def2-TZVPD.

Computed properties:
HOMO level: -14.55 eV
gap between HOMO and LUMO: 9.90 eV
LUMO energy: -4.65 eV

The geometry in ORCA input format:
```
! RIJCOSX wB97M-V def2-TZVPD def2/J DEFGRID3
* xyz 1 1
C -0.83075 -1.43467 -0.08015
C 1.76852 -0.68802 -0.01323
C -0.23086 0.48102 -0.13333
C 0.48114 -0.68077 -0.12934
C 2.81046 0.47478 -0.04890
C -2.69422 0.55214 -0.04746
N -1.37976 -0.08258 -0.02153
H -0.93829 -2.10261 -1.02113
H -1.11642 -1.99479 0.86570
H 2.23418 -1.60379 0.09392
H -0.07624 1.53535 -0.20584
H 3.16126 0.64249 1.04505
H 2.41626 1.48311 -0.35606
H 3.63930 0.13344 -0.57742
H -2.57347 1.49535 -0.40027
H -3.38199 0.02548 -0.68214
H -3.25943 0.39540 0.91478
*
```

In elementary charge units, the Löwdin charges are:
1. C 0.010
2. C 0.007
3. C 0.045
4. C -0.221
5. C -0.020
6. C 0.044
7. N -0.054
8. H 0.179
9. H 0.164
10. H 0.104
11. H 0.169
12. H 0.128
13. H 0.092
14. H 0.052
15. H 0.067
16. H 0.101
17. H 0.133


--- C ---
Below is a gas-phase ion, C6H10N (charge +1), with properties calculated with wB97M-V/def2-TZVPD.

Computed properties:
HOMO level: -14.69 eV
gap between HOMO and LUMO: 9.29 eV
LUMO energy: -5.41 eV

The geometry in ORCA input format:
```
! RIJCOSX wB97M-V def2-TZVPD def2/J DEFGRID3
* xyz 1 1
C 1.91913 -0.81385 -1.04282
C 0.75432 -0.58288 0.10474
C -0.40651 0.06568 -0.38815
C 1.31209 -0.75222 1.52350
C -1.25832 0.77956 0.58610
C -0.76529 -0.00284 -1.88477
N 1.00552 -1.57956 -0.95374
H 2.92814 -0.33569 -1.24646
H 2.11323 -1.42071 1.49822
H 0.68563 -1.12354 2.29771
H 1.84290 0.18391 1.96357
H -0.97773 0.79286 1.69571
H -2.30841 0.34813 0.58989
H -1.47739 1.81886 0.19359
H -1.75758 0.14969 -2.07830
H -0.57408 -0.93983 -2.22471
H 0.01972 0.62147 -2.54972
*
```

In elementary charge units, the Löwdin charges are:
1. C 0.131
2. C -0.314
3. C -0.134
4. C -0.004
5. C -0.015
6. C 0.023
7. N 0.169
8. H 0.201
9. H 0.059
10. H 0.078
11. H 0.139
12. H 0.119
13. H 0.132
14. H 0.131
15. H 0.065
16. H 0.042
17. H 0.178


--- D ---
Below is 2 unconnected molecules or ions with the total composition C6H10N, with properties calculated with wB97M-V/def2-TZVPD.

Computed properties:
HOMO level: -13.02 eV
gap between HOMO and LUMO: 8.34 eV
LUMO energy: -4.68 eV

The geometry in ORCA input format:
```
! RIJCOSX wB97M-V def2-TZVPD def2/J DEFGRID3
* xyz 1 1
C 1.99138 0.00132 -0.96562
C -2.44468 0.68798 0.54478
C -3.18790 0.15013 -0.53064
C -1.77659 -0.35494 -0.22023
C -0.81759 -1.17119 -0.48082
C 3.53292 0.30876 1.00485
N 2.65261 0.24416 -0.06682
H -2.01792 1.68674 0.57547
H -2.63651 0.40290 1.56732
H -3.94077 -0.55165 -0.27238
H -3.60370 0.71405 -1.41774
H 1.47991 -0.27386 -1.92624
H -0.82610 -1.84640 -1.34096
H 0.18337 -1.19851 -0.13836
H 4.53000 -0.22951 0.82601
H 3.82320 1.32152 0.93455
H 3.05837 0.10851 1.90684
*
```

In elementary charge units, the Löwdin charges are:
1. C 0.300
2. C -0.158
3. C -0.098
4. C -0.239
5. C -0.003
6. C 0.011
7. N 0.096
8. H 0.117
9. H 0.118
10. H 0.097
11. H 0.139
12. H 0.176
13. H 0.073
14. H -0.003
15. H 0.168
16. H 0.105
17. H 0.100


It is D that is the least stable of them.